[1]
{
  "formula": "C10H21N3",
  "method": "ωB97M-V with the def2-TZVPD basis set",
  "spin_multiplicity": 1,
  "relative_energy_kj_mol": 466.45,
  "smiles": "C[N+]1=N[N@@+](C)(C2CCCCC2)CC1",
  "charge": 2,
  "gap_ev": [6.19, 5.71],
  "e_tot_ev": -15157.4634,
  "symbols": ["C", "N", "N", "N", "C", "C", "C", "C", "C", "C", "C", "C", "C", "H", "H", "H", "H", "H", "H", "H", "H", "H", "H", "H", "H", "H", "H", "H", "H", "H", "H", "H", "H", "H"],
  "positions_angstrom": [[3.27, -2.12, -1.39], [2.07, -1.48, -1.46], [1.25, -1.36, -0.09], [0.00, -0.86, -0.47], [-0.90, -2.09, -0.51], [-0.41, -0.04, 0.71], [0.67, 1.04, 1.07], [0.12, 1.88, 2.25], [-1.08, 2.61, 1.69], [-2.25, 1.52, 1.66], [-2.00, 0.46, 0.63], [0.09, -0.28, -1.81], [1.28, -0.95, -2.49], [3.38, -2.52, -2.37], [3.12, -3.12, -0.81], [4.09, -1.46, -0.93], [-0.92, -2.57, 0.50], [-1.92, -1.82, -0.97], [-0.39, -2.78, -1.26], [-0.37, -0.63, 1.59], [0.92, 1.70, 0.18], [1.61, 0.49, 1.23], [0.86, 2.51, 2.58], [-0.19, 1.22, 3.08], [-1.60, 3.38, 2.31], [-0.87, 3.14, 0.71], [-2.59, 1.20, 2.66], [-3.14, 1.96, 1.19], [-2.63, -0.46, 0.90], [-2.33, 0.82, -0.33], [0.23, 0.85, -1.71], [-0.92, -0.43, -2.35], [1.05, -1.85, -3.13], [1.91, -0.28, -2.94]],
  "nbo_charge": [-0.50, 0.09, 0.21, -0.16, -0.42, -0.05, -0.41, -0.40, -0.42, -0.42, -0.40, -0.26, -0.29, 0.28, 0.31, 0.33, 0.28, 0.29, 0.23, 0.24, 0.21, 0.23, 0.24, 0.22, 0.26, 0.22, 0.24, 0.24, 0.23, 0.22, 0.29, 0.30, 0.29, 0.29]
}



[2]
{
  "formula": "C10H21N3PRe",
  "method": "ωB97M-V with the def2-TZVPD basis set",
  "spin_multiplicity": 4,
  "s_squared": 3.766,
  "relative_energy_kj_mol": 18.14,
  "charge": 1,
  "gap_ev": [7.09, 7.04],
  "e_tot_ev": -26589.4316,
  "symbols": ["C", "C", "C", "C", "C", "Re", "P", "H", "H", "H", "H", "H", "H", "H", "H", "C", "N", "C", "C", "N", "N", "C", "C", "H", "H", "H", "H", "H", "H", "H", "H", "H", "H", "H", "H", "H"],
  "positions_angstrom": [[1.38, -0.41, -1.53], [0.25, 0.02, -2.41], [-0.78, -1.01, -2.21], [-0.25, -2.06, -1.45], [1.06, -1.60, -0.93], [-0.22, -0.01, -0.38], [-0.27, 2.28, 0.42], [2.40, 0.09, -1.49], [0.24, 0.82, -3.06], [-1.67, -1.06, -2.80], [1.81, -2.17, -0.40], [-0.71, -3.01, -1.30], [-1.40, 2.65, 1.32], [-0.40, 3.43, -0.48], [0.75, 2.93, 1.29], [1.85, -0.56, 3.92], [0.41, -0.64, 3.93], [-0.10, -1.03, 5.18], [-0.36, -0.54, 2.85], [0.25, -0.53, 1.67], [-1.70, -0.47, 2.93], [-2.42, 0.15, 4.02], [-2.50, -0.68, 1.74], [2.14, -0.50, 4.95], [2.22, 0.33, 3.43], [2.33, -1.44, 3.51], [-0.54, -0.24, 5.76], [-0.82, -1.84, 5.15], [0.71, -1.40, 5.78], [1.24, -0.66, 1.77], [-3.48, 0.35, 3.72], [-2.54, -0.47, 4.95], [-2.01, 1.13, 4.36], [-2.41, 0.26, 1.07], [-2.14, -1.56, 1.17], [-3.56, -0.74, 1.99]],
  "nbo_charge": [-0.38, -0.38, -0.33, -0.23, -0.37, 0.81, 0.13, 0.27, 0.26, 0.27, 0.26, 0.26, 0.04, 0.06, 0.03, -0.42, -0.41, -0.41, 0.67, -0.87, -0.43, -0.43, -0.41, 0.23, 0.21, 0.21, 0.20, 0.21, 0.22, 0.39, 0.23, 0.22, 0.21, 0.20, 0.23, 0.23]
}



[3]
{
  "formula": "C10H21O2P",
  "method": "ωB97M-V with the def2-TZVPD basis set",
  "spin_multiplicity": 1,
  "relative_energy_kj_mol": 281.22,
  "smiles": "C=C(C)CC(C)=O.CCP(O)CC",
  "charge": 0,
  "gap_ev": 9.32,
  "e_tot_ev": -24092.2950,
  "symbols": ["C", "C", "C", "C", "C", "C", "O", "H", "H", "H", "H", "H", "H", "H", "H", "H", "H", "C", "C", "P", "O", "C", "C", "H", "H", "H", "H", "H", "H", "H", "H", "H", "H", "H"],
  "positions_angstrom": [[0.76, 1.70, -0.54], [1.18, 0.57, -1.03], [1.55, 0.40, -2.45], [1.65, -0.51, -0.15], [3.13, -0.90, -0.23], [3.37, -1.91, 0.81], [4.08, -0.38, -0.80], [0.71, 1.72, 0.56], [0.71, 2.53, -1.13], [1.84, -0.74, -2.58], [2.31, 0.97, -2.87], [0.67, 0.55, -3.04], [1.09, -1.43, -0.51], [1.36, -0.41, 0.94], [2.54, -2.08, 1.55], [3.67, -2.89, 0.35], [4.32, -1.56, 1.33], [-0.81, -1.29, 2.52], [-1.62, -0.08, 1.92], [-2.06, -0.28, 0.16], [-3.54, -0.88, 0.31], [-2.43, 1.54, -0.17], [-2.81, 1.68, -1.64], [-0.13, -0.98, 3.28], [-1.52, -1.97, 2.86], [-0.13, -1.70, 1.66], [-0.86, 0.78, 1.93], [-2.37, 0.13, 2.67], [-3.60, -1.59, -0.32], [-3.20, 1.87, 0.57], [-1.39, 1.93, 0.11], [-3.80, 1.45, -1.69], [-2.46, 2.69, -2.03], [-2.21, 1.07, -2.34]],
  "nbo_charge": [-0.41, 0.03, -0.64, -0.55, 0.59, -0.73, -0.54, 0.19, 0.20, 0.20, 0.24, 0.22, 0.24, 0.24, 0.22, 0.25, 0.25, -0.60, -0.77, 1.08, -0.99, -0.73, -0.63, 0.21, 0.21, 0.19, 0.21, 0.23, 0.49, 0.23, 0.23, 0.21, 0.21, 0.21]
}



[4]
{
  "formula": "C10H21O2P",
  "method": "ωB97M-V with the def2-TZVPD basis set",
  "spin_multiplicity": 1,
  "relative_energy_kj_mol": 292.04,
  "smiles": "C=C(C)CC(C)=O.CCP(O)CC",
  "charge": 0,
  "gap_ev": 9.17,
  "e_tot_ev": -24092.1829,
  "symbols": ["C", "C", "C", "C", "C", "C", "O", "H", "H", "H", "H", "H", "H", "H", "H", "H", "H", "C", "C", "P", "O", "C", "C", "H", "H", "H", "H", "H", "H", "H", "H", "H", "H", "H"],
  "positions_angstrom": [[-1.69, -1.30, -1.48], [-2.55, -0.58, -0.77], [-3.49, -1.10, 0.33], [-2.53, 0.89, -0.97], [-2.60, 1.73, 0.36], [-1.65, 1.36, 1.45], [-3.49, 2.58, 0.43], [-1.18, -1.02, -2.33], [-1.58, -2.37, -1.31], [-3.02, -0.81, 1.24], [-3.65, -2.15, 0.22], [-4.46, -0.62, 0.23], [-3.45, 1.29, -1.49], [-1.58, 1.29, -1.37], [-0.93, 0.49, 1.04], [-1.06, 2.18, 1.68], [-2.19, 0.95, 2.35], [3.48, -0.81, 1.97], [3.57, -0.89, 0.39], [1.86, -1.18, -0.45], [1.08, -1.65, 0.91], [1.36, 0.64, -0.68], [2.22, 1.21, -1.75], [3.32, -1.79, 2.22], [4.52, -0.53, 2.24], [2.73, 0.01, 2.23], [4.24, -1.78, -0.02], [3.93, 0.04, -0.06], [0.17, -1.63, 0.64], [0.25, 0.44, -1.00], [1.19, 1.22, 0.19], [2.07, 2.31, -1.87], [3.27, 0.82, -1.78], [1.85, 0.79, -2.80]],
  "nbo_charge": [-0.43, 0.04, -0.65, -0.56, 0.61, -0.73, -0.54, 0.21, 0.19, 0.22, 0.23, 0.23, 0.25, 0.23, 0.21, 0.25, 0.25, -0.61, -0.70, 1.05, -0.98, -0.75, -0.65, 0.21, 0.21, 0.22, 0.22, 0.21, 0.48, 0.21, 0.22, 0.23, 0.22, 0.21]
}